Entry 1:
Density functional theory data (ωB97M-V with the def2-TZVPD basis set) for the molecule C4H9NO.

The LUMO energy comes out at 0.994 eV. Its relative energy (zero: lowest compared OMol25 entry of this formula, charge and spin) is 2.220 eV. The SMILES is C[C@H]1N[C@H]1CO. The gap between HOMO and LUMO comes out at 10.7 eV.

Last column: natural (NBO) charge in e.
Cartesian coordinates (Å):
1 C -1.3680 0.6055 0.4454  -0.66
2 C -0.8234 -0.1216 -0.7639  -0.08
3 N 0.3990 0.4390 -1.3574  -0.63
4 C 0.4885 -0.7744 -0.5434  -0.12
5 C 1.0856 -0.5379 0.8497  -0.08
6 O 1.3657 0.8260 1.1008  -0.73
7 H -1.9310 -0.0990 1.0666  0.21
8 H -0.5296 0.9840 1.0330  0.26
9 H -1.9896 1.4638 0.2018  0.21
10 H -1.5349 -0.5678 -1.4625  0.20
11 H 0.4622 0.2080 -2.3454  0.37
12 H 0.7385 -1.7087 -1.0469  0.21
13 H 2.0036 -1.1030 1.0144  0.18
14 H 0.3282 -0.8972 1.5688  0.17
15 H 1.3052 1.2832 0.2390  0.49

Force components x, y, z for each atom (eV/Å):
C -0.3 0.0 -0.1
C -0.2 0.0 0.1
N 0.1 0.2 -0.2
C 0.1 -0.1 0.2
C 0.1 -0.3 0.0
O 0.5 0.0 -0.2
H -0.1 0.1 -0.1
H -0.6 0.0 0.0
H -0.2 -0.1 -0.2
H 0.2 0.0 0.2
H 0.0 0.1 0.2
H -0.1 0.2 0.2
H 0.0 -0.2 -0.2
H 0.4 0.2 0.0
H 0.1 -0.2 0.2

=====

Entry 2:
Density functional theory data (ωB97M-V with the def2-TZVPD basis set) for a structure of composition C4H9NO.

The LUMO energy comes out at 1.052 eV. Its relative energy (zero: lowest compared OMol25 entry of this formula, charge and spin) is 4.619 eV. The gap between HOMO and LUMO comes out at 8.3 eV.

Last column: natural (NBO) charge in e.
Cartesian coordinates (Å):
1 C 0.6190 -1.2739 -1.3519  -0.33
2 N -0.0095 -0.3891 -0.6202  -0.21
3 C 0.0995 1.0846 -0.6740  -0.22
4 C -0.9924 1.1388 0.4355  0.06
5 O -0.6510 1.8006 1.6301  -0.71
6 C -0.8976 -0.3522 0.3933  -0.22
7 H 1.3283 -0.9231 -2.0884  0.20
8 H 1.5587 -1.8158 1.0637  -0.01
9 H 0.3775 -2.3221 -1.2389  0.20
10 H -0.1582 1.4744 -1.6625  0.21
11 H 1.0854 1.4348 -0.3571  0.21
12 H -1.9263 1.6054 0.1016  0.17
13 H -0.0162 1.2259 2.0809  0.47
14 H 1.0576 -1.4986 1.5242  -0.02
15 H -1.4751 -1.1897 0.7637  0.21

Force components x, y, z for each atom (eV/Å):
C -0.1 0.0 0.0
N 0.1 -0.1 0.0
C 0.1 0.2 -0.1
C -0.2 0.0 -0.3
O 0.2 -0.1 0.2
C -0.1 -0.1 -0.1
H -0.1 0.0 0.1
H 0.0 0.0 0.1
H 0.0 0.1 0.0
H 0.0 0.0 0.1
H -0.1 -0.1 0.0
H 0.1 -0.1 0.0
H -0.1 0.1 0.0
H 0.1 -0.1 0.0
H 0.1 0.1 0.0

=====

Entry 3:
Density functional theory data (ωB97M-V with the def2-TZVPD basis set) for the molecule C4H9NO at a distorted geometry.

The LUMO energy comes out at 1.076 eV. Its relative energy (zero: lowest compared OMol25 entry of this formula, charge and spin) is 2.746 eV. The SMILES is C[C@H]1C[C@@]1(N)O. The gap between HOMO and LUMO comes out at 9.1 eV.

Last column: natural (NBO) charge in e.
Cartesian coordinates (Å):
1 C -1.3238 0.7291 -0.9082  -0.60
2 C -0.0421 -0.0198 -0.6952  -0.29
3 C 1.1614 0.7496 -0.2128  -0.59
4 C 0.2908 -0.4570 0.6613  0.49
5 N 0.5193 -1.8159 0.8728  -0.84
6 O -0.2283 0.1347 1.8036  -0.71
7 H -1.5158 1.4174 -0.0768  0.21
8 H -2.1646 0.0328 -0.9697  0.21
9 H -1.2582 1.3047 -1.8333  0.21
10 H 0.1860 -0.7711 -1.4473  0.20
11 H 2.1430 0.5339 -0.6206  0.21
12 H 0.9762 1.8468 -0.2424  0.21
13 H 0.3785 -2.4827 0.1318  0.39
14 H 0.6457 -2.1818 1.8033  0.40
15 H 0.2320 0.9794 1.7337  0.49

Force components x, y, z for each atom (eV/Å):
C -0.1 0.1 -0.1
C -0.3 -0.2 -0.3
C 0.2 -0.6 -0.1
C 0.7 0.4 -0.5
N 0.6 0.2 -0.1
O -0.2 0.4 -0.2
H 0.0 -0.1 -0.2
H 0.0 0.1 0.0
H -0.2 0.0 0.0
H -0.2 -0.1 -0.1
H -0.2 -0.3 -0.1
H 0.1 -0.7 0.9
H -0.1 0.3 0.1
H 0.2 0.3 -0.2
H -0.4 0.2 0.8

=====

Entry 4:
Density functional theory data (ωB97M-V with the def2-TZVPD basis set) for the molecule C4H9NO.

The LUMO energy comes out at 1.122 eV. Its relative energy (zero: lowest compared OMol25 entry of this formula, charge and spin) is 2.337 eV. The SMILES is OCCN1CC1. The gap between HOMO and LUMO comes out at 10.6 eV.

Last column: natural (NBO) charge in e.
Cartesian coordinates (Å):
1 O 1.8204 1.4853 -0.6118  -0.72
2 C 1.6936 0.3496 0.2099  -0.07
3 C 0.7164 -0.6617 -0.3712  -0.25
4 N -0.5624 -0.0119 -0.6506  -0.43
5 C -1.7629 -0.7394 -0.2868  -0.25
6 C -1.3389 0.4477 0.4907  -0.27
7 H 0.9300 1.6760 -0.9412  0.48
8 H 1.3620 0.6254 1.2256  0.15
9 H 2.6858 -0.1045 0.3036  0.18
10 H 1.1033 -1.0427 -1.3238  0.21
11 H 0.6125 -1.5142 0.3230  0.17
12 H -2.6001 -0.6868 -0.9782  0.20
13 H -1.6279 -1.7075 0.1983  0.19
14 H -0.9433 0.2844 1.4921  0.19
15 H -1.8411 1.4017 0.3479  0.21

Force components x, y, z for each atom (eV/Å):
O -0.2 0.1 -0.1
C 0.0 -0.3 0.2
C 0.1 -0.1 0.0
N 0.1 0.0 -0.1
C -0.2 -0.2 -0.1
C 0.0 0.2 0.2
H 0.2 0.0 0.0
H 0.1 0.0 -0.2
H -0.1 0.1 0.0
H -0.1 0.0 0.2
H 0.0 0.2 0.0
H 0.2 0.0 0.1
H 0.0 0.2 -0.1
H 0.0 0.0 -0.1
H 0.1 -0.2 0.1